Entry 1:
ORCA calculation (ωB97M-V with the def2-TZVPD basis set) on a gas-phase ion, C27H51O7S (charge -1) in a non-equilibrium geometry.

```
86
Properties=species:S:1:pos:R:3:forces:R:3
C -3.991013 -0.186136 -7.763078 1.035 -0.103 0.495
C -2.806866 -0.244607 -6.634381 -0.440 -0.674 -1.104
C -1.421610 -0.065073 -7.444232 -0.548 1.212 0.273
C -0.184535 0.430480 -6.549800 0.923 -0.355 -0.615
C 0.344478 -0.652726 -5.476249 0.303 0.703 -0.007
C 1.361914 0.039358 -4.396238 -0.731 0.879 -1.204
C 2.889498 -0.009317 -4.897728 0.349 0.295 1.082
C 3.802806 -1.126556 -4.184254 0.779 0.489 -0.632
C 3.536825 -2.637398 -4.676004 0.683 -0.144 0.530
C 3.346403 -3.713163 -3.495666 -0.581 -0.397 0.043
C 2.298562 -3.196778 -2.391672 -1.677 0.542 -1.511
C 1.260070 -4.301709 -1.872715 3.903 -0.552 2.057
O 0.504950 -5.089396 -2.846472 -1.747 1.004 2.005
S -0.889496 -5.586486 -2.054639 -3.097 -3.483 -0.741
O -0.964418 -6.969307 -1.473031 1.765 4.057 -0.975
O -1.979369 -5.547474 -3.093016 2.773 1.805 2.457
O -0.906824 -4.437035 -0.835698 0.183 -0.517 -1.975
C 0.399072 -3.790108 -0.573223 0.921 -1.389 -0.828
C 0.289523 -2.218224 -0.301155 0.043 0.453 -0.134
C -1.087755 -1.749561 0.385654 0.408 0.153 0.110
C -1.545427 -2.632321 1.649090 -0.914 0.534 0.426
C -1.188666 -1.974681 3.084952 -0.756 -0.618 -0.011
C -1.890133 -0.546627 3.339900 0.721 -0.061 1.137
C -1.236745 0.092377 4.692267 0.356 0.241 -0.743
C -1.906177 1.497364 5.117655 0.191 -0.152 -0.302
C -0.968057 2.784091 4.775230 0.290 0.290 0.631
C -0.526347 3.591421 6.125356 -0.697 0.183 -0.391
C -0.963846 5.166596 6.052537 1.056 -1.147 1.031
C -0.694044 5.751852 7.546896 0.723 -0.142 -0.540
C 0.906121 5.964840 7.767362 -0.304 -0.110 -0.245
O 1.314103 7.340912 7.447996 -0.362 -0.735 2.051
C 0.953514 8.223210 8.545123 -0.580 0.641 0.518
C 1.138899 -4.647550 0.609230 -0.916 -4.346 3.874
O 2.281644 -4.311541 1.092866 -3.119 0.224 -2.254
O 0.443873 -5.790303 1.025275 2.850 5.633 -2.399
H -3.650612 -0.879788 -8.624787 -0.758 1.202 1.273
H -4.037250 0.900909 -8.124110 -0.170 -1.645 0.307
H -5.002550 -0.537906 -7.365833 1.407 0.581 -0.555
H -2.851875 -1.294582 -6.149376 0.160 1.846 -0.522
H -2.980180 0.580095 -5.850043 0.439 -1.322 -1.149
H -1.618858 0.780574 -8.217713 0.355 -1.345 1.162
H -1.213499 -1.006280 -8.069716 -0.097 1.270 1.163
H -0.376331 1.460351 -6.053010 -0.063 -1.782 -0.707
H 0.691673 0.623350 -7.289554 -1.333 -0.207 1.197
H -0.569564 -1.120977 -4.966841 1.491 0.431 -0.678
H 0.972963 -1.413837 -6.068172 -1.341 0.780 0.999
H 1.191413 -0.326625 -3.326817 0.484 0.278 -1.559
H 1.057492 1.161246 -4.396915 0.484 -1.786 0.202
H 3.355710 1.015802 -4.613286 -0.647 -1.670 -0.616
H 2.959365 -0.119681 -6.035295 -0.247 0.149 1.523
H 4.899494 -0.878795 -4.478279 -1.745 -0.313 0.590
H 3.747166 -0.969820 -3.050281 -0.091 -0.475 -1.575
H 2.615190 -2.645685 -5.351941 1.279 -0.162 0.941
H 4.469037 -2.980742 -5.276644 -1.725 0.591 0.709
H 2.953495 -4.681238 -4.001728 0.529 1.557 0.962
H 4.315002 -4.016816 -2.962585 -1.183 0.665 -0.941
H 1.663574 -2.371751 -2.909770 1.036 -1.228 0.810
H 2.783267 -2.689430 -1.482663 -0.698 -1.136 -1.246
H 1.972303 -5.105771 -1.439056 -1.145 1.262 -0.440
H 1.201854 -1.937368 0.359199 -1.570 -0.722 -0.912
H 0.412041 -1.566829 -1.254601 -0.237 -1.343 1.324
H -0.920250 -0.648579 0.716184 -0.280 -1.806 -0.491
H -1.925003 -1.698863 -0.404105 1.327 -0.334 1.168
H -2.706571 -2.672720 1.611715 1.829 0.010 0.087
H -1.199268 -3.724647 1.624295 -0.249 1.631 -0.151
H -0.056538 -1.974517 3.307570 -1.691 0.268 -0.576
H -1.647680 -2.695164 3.872784 0.820 1.157 -1.195
H -3.034015 -0.681224 3.467264 1.840 0.202 -0.237
H -1.701065 0.227568 2.516065 -0.315 -1.235 0.977
H -0.137942 0.323231 4.412951 -1.611 -0.537 0.564
H -1.203282 -0.670839 5.559457 -0.278 1.193 -1.422
H -2.126979 1.458919 6.255215 0.205 0.279 -1.959
H -2.887555 1.609547 4.524296 1.339 -0.193 1.132
H -0.021564 2.472888 4.182035 -1.610 0.355 1.016
H -1.506132 3.556748 4.120350 0.556 -1.286 0.839
H 0.604281 3.494214 6.305093 -1.673 0.247 -0.287
H -1.048847 3.140707 7.051251 0.777 0.577 -1.501
H -2.060985 5.281235 5.730965 1.682 -0.240 0.484
H -0.254438 5.645313 5.280520 -1.291 -0.346 1.216
H -1.018569 5.000693 8.357296 0.174 1.050 -1.403
H -1.276598 6.726464 7.699411 1.043 -1.293 -0.074
H 1.527302 5.290684 7.072091 -1.131 1.070 0.914
H 1.209432 5.670237 8.846688 -0.476 0.714 -1.598
H -0.076705 8.694396 8.321791 1.578 -0.548 0.421
H 1.729928 9.066670 8.715391 -1.175 -1.477 -0.693
H 0.857791 7.670207 9.555106 0.212 0.649 -1.601
```
Forces are in eV/Å.

- SMILES: CCCCCCCCCCC[C@@H]1OS(=O)(=O)O[C@@]1(CCCCCCCCCCCCOC)C(=O)[O-]
- Orbital gap: 6.888 eV
- Calculated total energy: -1983.985543 a.u.
- Charge: -1
- LUMO level: 2.101 eV

Entry 2:
ORCA calculation (ωB97M-V with the def2-TZVPD basis set) on a molecular structure, C30H34ClF3N6O2PS in a non-equilibrium geometry.

```
78
Properties=species:S:1:pos:R:3:forces:R:3
N 0.566705 1.549218 -4.292637 0.087 0.161 0.389
P -0.287847 1.156766 -3.019091 0.127 -0.251 -0.491
C -1.768105 2.042193 -2.585806 0.567 1.161 -0.912
C -1.609579 3.508913 -2.101764 -0.069 -0.215 0.850
C -0.199190 4.035403 -1.794452 -0.120 0.421 -0.090
C 0.469289 4.604136 -3.046732 -0.572 0.362 -0.021
Cl 2.255850 4.543427 -2.944877 0.071 0.051 -0.120
S -2.709409 2.062031 -3.977854 0.188 -0.862 -0.527
O -2.769645 0.748102 -4.596397 -0.086 0.008 0.245
O -2.563299 3.174207 -4.894186 -0.385 0.301 0.356
C -4.436657 2.239653 -3.316120 0.406 -0.171 -0.336
F -4.623350 1.378048 -2.321125 -0.294 -0.215 0.447
F -4.726506 3.465854 -2.868610 0.016 0.302 0.187
F -5.319076 1.943966 -4.271744 -0.365 0.020 -0.312
H 1.521523 1.770560 -4.019959 -0.003 -0.020 -0.135
H -0.746299 -0.159195 -3.119576 -0.114 -0.066 0.306
H 0.478579 1.171622 -1.834167 -0.182 -0.167 0.151
H -2.179433 3.617668 -1.168088 0.001 -0.030 -0.079
H -2.064873 4.218794 -2.801172 0.017 -0.098 -0.020
H 0.441917 3.314607 -1.284836 -0.109 -0.127 -0.161
H -0.330677 4.869777 -1.093819 0.172 -0.127 0.054
H 0.121415 4.118028 -3.960293 0.424 -0.334 0.152
H 0.220030 5.664633 -3.136000 0.066 -0.093 0.003
N 0.378076 -2.555200 -3.235322 0.071 -0.052 0.078
C -0.132329 -3.122676 -4.322890 -0.028 0.087 -0.060
C -0.230171 -4.497981 -4.491509 0.022 -0.013 0.035
C 0.230462 -5.321571 -3.476830 -0.002 0.000 0.000
C 0.765874 -4.739945 -2.337783 -0.020 -0.004 -0.032
C 0.814239 -3.354413 -2.267174 -0.005 0.003 0.009
H -0.478125 -2.437245 -5.089899 -0.018 -0.009 0.004
H -0.657569 -4.907698 -5.396809 -0.005 0.010 -0.007
H 0.172258 -6.399128 -3.570921 -0.001 -0.001 -0.001
H 1.136652 -5.343738 -1.520005 0.001 0.006 0.009
H 1.219699 -2.857092 -1.391925 -0.004 -0.015 0.007
N -1.924981 -0.447446 0.045807 -0.026 -0.159 0.068
C -2.874537 -0.996571 -0.708922 0.125 0.052 -0.089
C -4.102818 -1.410857 -0.209943 0.001 -0.001 0.025
C -4.361649 -1.241326 1.139477 -0.003 -0.024 0.002
C -3.382273 -0.668766 1.936326 0.014 -0.015 0.013
C -2.186107 -0.292710 1.340974 0.068 0.044 -0.023
H -2.638377 -1.104655 -1.762302 -0.027 0.069 -0.013
H -4.836680 -1.851172 -0.871234 0.001 0.028 -0.026
H -5.310054 -1.548336 1.563616 -0.004 0.007 -0.001
H -3.539586 -0.514404 2.996565 0.000 0.034 -0.001
H -1.394163 0.166111 1.925340 -0.028 0.041 0.006
N 0.460805 1.900233 3.419784 -0.004 -0.003 0.012
C 0.223811 0.929335 4.296952 -0.028 -0.025 -0.050
C 0.545837 1.002243 5.643738 0.020 0.137 0.128
C 1.158027 2.158308 6.103016 -0.007 0.026 -0.057
C 1.416235 3.181218 5.202791 -0.004 -0.041 0.011
C 1.047406 3.003430 3.876433 0.000 0.018 -0.029
H -0.252789 0.041003 3.895514 0.022 -0.026 0.034
H 0.317943 0.170568 6.297194 0.037 0.046 -0.071
H 1.430057 2.260469 7.146423 -0.005 0.006 0.002
H 1.892676 4.100053 5.517670 -0.001 0.008 -0.013
H 1.228368 3.780518 3.141558 0.012 0.014 0.020
N 0.049858 -2.119919 6.282606 -0.056 -0.236 0.026
C -0.664690 -2.669980 5.302123 -0.013 0.087 0.007
C -0.651775 -4.025226 5.009203 0.017 -0.025 0.015
C 0.149205 -4.856062 5.775118 0.000 -0.005 0.002
C 0.900013 -4.299313 6.798547 -0.017 -0.004 -0.023
C 0.813932 -2.931902 7.009961 0.005 0.040 0.007
H -1.277488 -1.988936 4.721245 -0.020 -0.034 -0.018
H -1.254070 -4.413364 4.199597 0.001 0.020 -0.015
H 0.188774 -5.919508 5.577215 0.002 -0.001 -0.003
H 1.540587 -4.909456 7.420529 0.006 0.009 0.009
H 1.385807 -2.459165 7.801683 0.015 -0.028 0.002
N 3.578758 1.350059 -2.847380 0.056 0.005 0.009
C 3.837462 1.768236 -1.613217 -0.002 -0.062 0.054
C 4.901961 1.296062 -0.855925 0.008 -0.026 -0.024
C 5.736285 0.340794 -1.414103 -0.002 -0.001 0.001
C 5.472733 -0.104251 -2.700274 -0.002 0.021 0.029
C 4.382842 0.432081 -3.372362 -0.022 -0.012 -0.029
H 3.156321 2.512632 -1.217258 0.028 0.019 0.013
H 5.067674 1.669695 0.145761 -0.017 0.002 0.006
H 6.576613 -0.052865 -0.855255 0.001 0.000 0.001
H 6.094947 -0.851611 -3.174531 -0.004 -0.001 -0.012
H 4.136672 0.113029 -4.379688 -0.005 -0.027 0.012
```
Forces are in eV/Å.

- Orbital gap: 5.849 eV
- Calculated total energy: -3141.871939 a.u.
- Charge: -1
- LUMO level: 1.998 eV

Entry 3:
ORCA calculation (ωB97M-V with the def2-TZVPD basis set) on a molecular structure, C39H33BCrN7O2 in a non-equilibrium geometry.

```
83
Properties=species:S:1:pos:R:3:forces:R:3
Cr 0.915693 -0.334948 -0.030707 -1.618 -0.381 -0.837
C 2.897793 2.246752 -2.927307 -0.213 0.220 0.100
C 2.087693 3.374252 -2.857807 0.137 -0.384 0.127
C 0.971193 3.335552 -2.040907 -0.247 -0.347 0.235
C 0.697293 2.175952 -1.314007 0.795 0.371 -0.462
N 1.529093 1.109452 -1.333707 0.058 0.584 -0.140
C 2.589393 1.151552 -2.137707 0.234 -0.130 -0.037
C -0.536807 1.936052 -0.565207 -0.440 -1.094 0.532
C -1.779607 2.329452 -1.261407 -0.065 0.502 0.204
C -3.281107 0.875652 -0.698007 -0.064 -0.049 -0.154
C -2.730907 0.138652 0.446993 0.659 0.207 0.426
C -1.497107 0.331252 0.956293 -1.442 -0.480 0.547
N -0.430907 1.024752 0.369293 -0.406 2.109 -0.569
C -1.046207 -0.644848 1.964393 -0.270 0.146 0.025
C -1.783107 -1.012748 3.084193 0.094 -0.100 0.007
C -1.344807 -2.075348 3.858693 0.094 0.224 -0.353
C -0.182707 -2.733148 3.477793 0.156 0.039 -0.212
C 0.504793 -2.285048 2.363493 0.164 -0.394 0.297
N 0.094493 -1.259348 1.614693 0.111 0.113 0.381
H 3.757093 2.222652 -3.576007 0.121 -0.052 -0.054
H 2.310893 4.253452 -3.438707 0.053 0.127 -0.063
H 0.318993 4.191852 -1.964007 -0.107 0.017 -0.025
H 3.208293 0.264452 -2.157007 0.042 -0.036 0.036
H -1.637007 3.151552 -1.960007 0.108 -0.051 0.080
H -4.296007 0.576652 -0.946307 0.000 -0.022 0.073
H -3.374107 -0.585148 0.927893 0.018 -0.092 0.117
H -2.683307 -0.476448 3.341793 -0.041 0.078 -0.045
H -1.893407 -2.387948 4.733193 -0.069 -0.014 0.070
H 0.180993 -3.581048 4.037493 0.084 -0.029 -0.016
H 1.410193 -2.782448 2.040893 0.059 -0.013 0.043
C 4.660093 -0.532948 2.173893 -0.150 0.695 0.669
O 4.570893 -1.638848 1.257793 -0.242 -0.610 -0.789
C 3.430393 -1.488348 0.607093 -0.002 0.970 0.545
N 2.770593 -0.388348 0.810193 0.520 -0.754 -0.252
C 3.634193 0.476052 1.621393 0.351 0.390 0.098
C 2.847593 1.353652 2.564093 0.050 0.032 -0.013
C 2.075793 2.347952 1.967193 0.142 0.069 0.113
C 1.402993 3.280852 2.733093 0.051 -0.069 -0.091
C 1.505993 3.233652 4.113993 -0.087 -0.046 0.047
C 2.232593 2.222052 4.716393 -0.002 -0.018 0.071
C 2.899193 1.277352 3.948293 0.034 -0.004 -0.162
C 2.849893 -2.452848 -0.303607 -0.151 -0.799 -0.536
C 3.365193 -3.669648 -0.738407 -0.138 0.438 0.172
C 2.588993 -4.431948 -1.604207 -0.263 0.161 -0.001
C 1.311593 -4.000148 -1.958607 0.272 0.149 0.188
C 0.871193 -2.781748 -1.464707 0.154 -0.060 -0.232
N 1.639793 -2.010548 -0.701607 0.687 -1.206 -0.423
C -0.522207 -2.192648 -1.595607 -0.026 -0.197 -0.143
N -0.524807 -0.804048 -1.292507 1.649 0.177 0.741
C -1.314107 -0.118048 -2.301507 -0.081 0.288 -0.701
C -1.984707 -1.303248 -3.043407 -0.228 0.454 0.069
O -1.107607 -2.394548 -2.831707 0.604 -0.293 0.284
C -2.331807 1.003752 -1.924307 0.319 -0.439 0.165
C -3.100607 1.379352 -3.155607 -0.276 0.259 -0.103
C -4.079707 2.289452 -3.250907 0.359 -0.521 -0.433
C -4.599307 3.161652 -2.225607 -0.076 0.388 0.665
C -4.152607 3.243452 -0.967507 -0.141 0.165 -0.491
C -3.065307 2.394752 -0.416807 -0.048 0.042 0.229
H 5.683593 -0.162248 2.185593 -0.118 -0.071 -0.064
H 4.395493 -0.908548 3.167993 0.036 0.021 -0.166
H 4.139893 1.152752 0.911393 -0.046 -0.159 0.145
H 2.052793 2.421852 0.888293 0.045 0.048 -0.055
H 0.832993 4.061252 2.251993 -0.059 0.105 -0.013
H 1.028693 3.990052 4.714993 -0.099 0.060 0.109
H 2.302693 2.174952 5.792093 0.010 0.010 0.096
H 3.478393 0.514452 4.444793 0.087 -0.074 0.062
H 4.340693 -3.994848 -0.409507 0.047 -0.026 0.020
H 2.968293 -5.368448 -1.981407 0.020 -0.093 -0.040
H 0.674393 -4.586048 -2.600507 -0.095 -0.077 -0.062
H -0.607807 0.374452 -3.000407 -0.201 -0.056 0.014
H -2.054607 -1.170148 -4.120007 -0.131 0.028 0.095
H -2.972107 -1.516248 -2.616407 0.009 -0.017 -0.081
H -2.818607 0.865352 -4.059607 0.007 -0.092 -0.193
H -4.545207 2.399952 -4.221207 0.060 -0.014 -0.096
H -5.406107 3.811052 -2.531007 -0.095 0.062 0.049
H -4.616807 3.936352 -0.282507 -0.062 0.110 0.037
H -2.887407 2.627352 0.631993 -0.074 -0.043 -0.028
B -3.589307 -3.981248 0.183393 -0.609 -0.353 0.316
C -2.290407 -3.372548 -0.193007 2.107 0.915 -0.446
N -1.281407 -2.864548 -0.542207 -1.824 -1.097 0.437
H -3.489407 -4.895348 0.930493 0.272 -0.285 0.210
H -4.289407 -3.126348 0.613593 -0.294 0.463 0.060
H -3.900307 -4.370748 -0.903907 -0.279 -0.098 -0.428
```
Forces are in eV/Å.

- Spin multiplicity: 2
- Orbital gap (spin up / spin down): 6.477 / 6.428 eV
- Calculated total energy: -3108.490787 a.u.
- Charge: +2
- LUMO level (spin up / spin down): -6.773 / -6.829 eV